(1)
C3H4N2O2 | ωB97M-V/def2-TZVPD

Values from the calculation:
Energy relative to the best compared isomer or geometry (same formula, charge and spin), kcal per mole: 102.3
E_LUMO, hartree: 0.014
Gap between HOMO and LUMO, eV: 9.3855
Total charge: 0

Last column: Mulliken charge in e.
Element x y z (Å)
C: -1.55 -0.49 0.06  -0.986
C: -0.07 -0.49 -0.01  0.467
O: 0.73 -1.54 -0.09  -0.203
N: 2.10 -1.07 0.01  -0.226
N: 1.96 0.23 0.15  -0.291
C: 0.72 0.65 0.06  0.556
O: 0.37 1.92 0.01  -0.613
H: -1.88 -1.37 -0.56  0.299
H: -1.76 -0.90 1.10  0.275
H: -1.78 0.51 -0.28  0.310
H: 1.16 2.56 -0.47  0.412


(2)
C51H93INO23S6 | ωB97M-V/def2-TZVPD

Values from the calculation:
E_LUMO, hartree: -0.104
Gap between HOMO and LUMO, eV: 7.2327
Total charge: +1

Last column: Mulliken charge in e.
Element x y z (Å)
C: 6.56 1.48 0.69  -0.445
C: 5.82 1.52 -0.56  -0.114
C: 6.75 1.61 -1.88  0.707
O: 7.83 0.93 -1.82  -0.559
O: 6.40 2.45 -2.97  -0.381
C: 5.90 1.55 -4.01  -0.704
C: 4.29 1.41 -3.89  -0.313
C: 3.92 -0.09 -4.36  -0.522
C: 3.44 -1.03 -3.11  -0.526
C: 2.23 -1.92 -3.66  -0.112
C: 1.69 -3.03 -2.58  -0.480
C: 0.14 -3.24 -2.89  0.263
N: -0.67 -2.09 -2.30  0.337
C: -2.12 -2.42 -2.14  -1.200
O: -2.92 -1.22 -1.89  -0.185
C: -4.01 -1.52 -0.97  -0.278
C: -5.29 -0.64 -1.50  0.212
C: -5.18 0.89 -0.94  -0.462
C: -6.43 1.07 0.07  -0.858
C: -2.71 -3.35 -3.29  0.529
O: -2.46 -2.91 -4.64  -0.282
C: -3.14 -1.69 -4.95  -0.240
O: -4.36 -1.63 -5.25  -0.510
C: -2.24 -0.35 -4.86  0.468
C: -0.85 -0.45 -5.59  -0.207
C: 0.13 0.75 -5.54  -0.305
C: -0.30 2.01 -4.73  -0.484
C: -1.67 2.14 -4.02  -0.654
C: -2.65 0.91 -4.09  -0.038
C: -1.96 -4.81 -3.15  -1.491
I: -1.68 -5.57 -5.21  0.087
C: -0.48 -4.66 -2.47  0.624
C: 0.48 -5.91 -2.72  -1.543
C: 1.51 -6.23 -1.54  0.598
C: 1.58 -5.47 -0.19  0.016
C: 2.57 -5.82 0.97  -0.576
C: 3.58 -6.98 0.80  -0.535
C: 3.56 -7.74 -0.56  -0.509
C: 2.56 -7.38 -1.72  0.531
C: 2.70 -8.27 -3.05  -1.208
H: 7.15 0.50 0.86  0.208
H: 6.60 2.37 1.41  0.169
H: 4.68 1.48 -0.62  0.192
H: 6.18 1.89 -5.07  0.333
H: 6.35 0.51 -3.86  0.398
H: 3.79 2.16 -4.62  0.277
H: 3.90 1.58 -2.83  0.224
H: 4.81 -0.59 -4.91  0.472
H: 3.07 -0.06 -5.14  0.068
H: 4.33 -1.66 -2.78  0.222
H: 3.01 -0.34 -2.30  0.315
H: 1.34 -1.28 -4.04  -0.277
H: 2.59 -2.49 -4.60  0.315
H: 1.87 -2.60 -1.53  0.139
H: 2.35 -3.94 -2.75  0.291
H: 0.02 -3.16 -4.04  -0.086
H: -0.56 -1.24 -2.91  0.415
H: -0.23 -1.88 -1.38  0.667
H: -2.22 -3.02 -1.15  0.419
H: -3.72 -1.07 0.05  0.152
H: -4.30 -2.62 -0.91  0.441
H: -5.20 -0.54 -2.65  -0.474
H: -6.26 -1.16 -1.19  0.396
H: -4.19 1.05 -0.37  0.341
H: -5.19 1.63 -1.81  0.310
H: -6.30 2.05 0.65  0.396
H: -6.43 0.17 0.80  0.255
H: -7.40 1.10 -0.55  0.029
H: -3.85 -3.50 -3.16  0.603
H: -0.58 -1.41 -6.16  0.329
H: 1.12 0.66 -6.07  0.587
H: 0.42 2.90 -4.65  0.329
H: -2.00 3.07 -3.41  0.355
H: -3.65 0.97 -3.54  0.298
H: -2.65 -5.49 -2.55  0.645
H: -0.69 -4.61 -1.33  0.129
H: -0.17 -6.85 -2.87  0.450
H: 1.09 -5.71 -3.67  0.510
H: 0.88 -4.58 0.03  -0.273
H: 2.52 -5.20 1.94  0.300
H: 4.30 -7.23 1.66  0.323
H: 4.33 -8.58 -0.67  0.283
H: 2.18 -9.27 -2.88  0.281
H: 3.83 -8.43 -3.22  0.408
H: 2.29 -7.66 -3.92  0.263
O: 6.22 0.77 3.70  -0.517
S: 6.13 -0.40 4.54  1.164
O: 4.92 -1.18 4.64  -0.628
O: 6.62 -0.01 6.03  -0.278
C: 5.99 1.08 6.70  -0.042
C: 4.62 0.70 7.23  -1.069
C: 7.47 -1.49 4.14  -1.019
H: 5.93 1.95 6.04  0.112
H: 6.63 1.36 7.54  0.269
H: 3.93 0.49 6.41  0.260
H: 4.20 1.50 7.84  0.400
H: 4.68 -0.21 7.83  0.322
H: 8.39 -0.91 4.11  0.320
H: 7.26 -1.93 3.17  0.377
H: 7.52 -2.27 4.90  0.359
O: -7.66 2.26 -6.31  -0.649
S: -8.82 1.49 -5.95  1.120
O: -9.22 1.31 -4.58  -0.628
O: -8.73 0.04 -6.66  -0.268
C: -7.57 -0.75 -6.46  -0.517
C: -7.57 -1.41 -5.09  -0.435
C: -10.22 2.10 -6.86  -0.997
H: -6.66 -0.16 -6.61  0.356
H: -7.57 -1.53 -7.22  0.307
H: -7.48 -0.66 -4.29  -0.149
H: -6.74 -2.10 -4.99  0.325
H: -8.51 -1.94 -4.92  0.373
H: -9.94 2.20 -7.90  0.348
H: -10.49 3.07 -6.44  0.379
H: -11.05 1.40 -6.74  0.321
O: -10.80 -2.49 -2.67  -0.667
S: -10.52 -1.55 -1.61  1.172
O: -10.13 -1.98 -0.29  -0.628
O: -11.77 -0.53 -1.48  -0.264
C: -13.08 -1.07 -1.28  -0.374
C: -13.28 -1.54 0.15  -1.002
C: -9.34 -0.38 -2.20  -0.242
H: -13.27 -1.88 -1.99  0.342
H: -13.79 -0.27 -1.50  0.272
H: -12.64 -2.40 0.38  0.298
H: -14.32 -1.83 0.32  0.394
H: -13.02 -0.75 0.86  0.263
H: -9.65 -0.01 -3.18  0.213
H: -8.38 -0.88 -2.27  -0.060
H: -9.27 0.44 -1.48  0.377
O: 4.92 4.01 5.06  -0.615
S: 5.22 5.16 4.25  1.085
O: 6.27 6.08 4.60  -0.493
O: 3.85 5.99 4.00  -0.308
C: 3.09 6.41 5.14  -0.316
C: 3.72 7.61 5.82  -0.939
C: 5.46 4.63 2.58  -1.096
H: 2.95 5.58 5.83  0.294
H: 2.10 6.69 4.77  0.281
H: 4.68 7.34 6.28  0.226
H: 3.07 7.99 6.61  0.402
H: 3.92 8.41 5.10  0.272
H: 4.65 3.96 2.30  0.385
H: 6.41 4.10 2.53  0.332
H: 5.49 5.50 1.94  0.435
O: 9.02 9.24 8.85  -0.632
S: 10.15 8.97 7.99  1.233
O: 10.79 10.01 7.23  -0.609
O: 9.78 7.75 7.00  -0.299
C: 8.60 7.86 6.19  -0.188
C: 8.83 8.79 5.01  -1.062
C: 11.39 8.12 8.93  -0.926
H: 7.75 8.19 6.80  0.332
H: 8.38 6.86 5.82  0.149
H: 8.98 9.82 5.34  0.353
H: 7.96 8.77 4.34  0.363
H: 9.72 8.49 4.45  0.302
H: 10.92 7.31 9.48  0.312
H: 11.83 8.84 9.62  0.370
H: 12.15 7.75 8.25  0.312
O: -2.91 -2.59 2.02  -0.538
S: -2.19 -3.09 3.16  1.131
O: -2.05 -4.50 3.41  -0.613
O: -2.75 -2.37 4.49  -0.302
C: -4.15 -2.44 4.76  -0.247
C: -4.55 -3.80 5.31  -1.013
C: -0.57 -2.36 3.18  -0.769
H: -4.73 -2.18 3.87  0.232
H: -4.36 -1.68 5.52  0.288
H: -4.43 -4.57 4.55  0.296
H: -5.60 -3.79 5.62  0.398
H: -3.92 -4.08 6.15  0.265
H: -0.67 -1.29 3.03  0.329
H: 0.01 -2.81 2.37  0.129
H: -0.10 -2.58 4.14  0.377


(3)
C33H64N2O11P | ωB97M-V/def2-TZVPD

Values from the calculation:
Energy relative to the best compared isomer or geometry (same formula, charge and spin), kcal per mole: 0.0
Spin multiplicity: 2
E_LUMO (alpha / beta), hartree: 0.004 / 0.004
Gap between HOMO and LUMO (alpha / beta), eV: 8.1323 / 9.0971
Total charge: 0

Last column: Mulliken charge in e.
Element x y z (Å)
C: -1.30 0.21 3.69  -0.548
C: -2.00 1.44 3.19  -0.252
O: -3.16 1.65 3.43  -0.555
N: -1.30 2.45 2.39  0.447
C: -0.21 3.04 3.17  0.668
C: -0.39 4.49 3.49  -1.617
O: 0.72 2.39 3.58  -0.470
C: -0.96 2.07 0.96  2.744
P: -2.54 1.60 0.11  1.352
O: -2.39 1.55 -1.34  -0.669
O: -3.58 2.68 0.63  -0.646
O: -3.07 0.21 0.71  -0.595
C: -0.53 3.37 0.21  -4.013
C: 0.91 3.40 -0.33  2.022
C: 1.96 3.59 0.76  -1.654
C: 1.04 4.56 -1.32  -1.818
N: 1.10 2.14 -1.09  0.894
O: 0.55 2.13 -2.24  -0.593
C: 1.08 0.85 -0.34  1.714
C: 0.71 -0.25 -1.33  -2.519
C: 2.48 0.51 0.21  -2.146
C: 0.04 0.88 0.83  -1.535
H: -0.26 0.38 3.93  0.317
H: -1.82 -0.13 4.58  0.259
H: -1.33 -0.61 2.96  0.227
H: 0.19 5.07 2.76  0.292
H: 0.04 4.69 4.47  0.428
H: -1.42 4.80 3.43  0.378
H: -3.33 3.03 1.50  0.443
H: -2.51 -0.22 1.36  0.369
H: -0.68 4.23 0.86  0.341
H: -1.17 3.50 -0.65  0.974
H: 2.96 3.60 0.32  0.379
H: 1.80 4.57 1.21  0.452
H: 1.93 2.86 1.55  0.063
H: 1.09 5.50 -0.76  0.424
H: 0.21 4.60 -2.01  0.429
H: 1.97 4.45 -1.88  0.367
H: -0.33 -0.15 -1.65  0.466
H: 1.38 -0.26 -2.18  0.589
H: 0.82 -1.21 -0.82  0.528
H: 2.77 1.10 1.07  0.439
H: 2.47 -0.53 0.53  0.425
H: 3.22 0.61 -0.58  0.345
H: -0.54 -0.04 0.70  0.330
H: 0.57 0.76 1.77  0.476
C: 2.25 1.22 -6.25  -0.234
C: 1.49 2.31 -5.51  -0.427
C: 2.61 2.98 -4.74  0.186
O: 3.79 2.85 -5.54  -0.490
C: 3.55 1.92 -6.59  -0.592
H: 1.73 0.85 -7.14  0.412
H: 2.43 0.37 -5.59  -0.008
H: 1.05 3.02 -6.22  0.292
H: 0.70 1.95 -4.86  0.196
H: 2.77 2.48 -3.78  -0.141
H: 2.43 4.04 -4.55  0.235
H: 3.47 2.47 -7.54  0.286
H: 4.41 1.24 -6.66  0.302
C: 0.78 -4.29 -4.84  -0.231
C: 0.65 -5.03 -3.50  -0.669
C: 1.71 -4.32 -2.67  -0.419
O: 1.77 -2.98 -3.15  -0.362
C: 1.06 -2.87 -4.38  -0.244
H: -0.10 -4.36 -5.47  0.055
H: 1.63 -4.68 -5.40  0.280
H: -0.34 -4.86 -3.08  0.282
H: 0.82 -6.10 -3.58  0.369
H: 2.70 -4.80 -2.79  0.256
H: 1.48 -4.31 -1.60  0.276
H: 0.12 -2.32 -4.19  0.216
H: 1.66 -2.30 -5.08  0.219
C: -0.34 -3.60 6.89  -0.618
C: 1.09 -3.79 6.40  -0.617
C: 1.10 -2.96 5.12  -0.513
O: 0.18 -1.88 5.35  -0.300
C: -0.60 -2.15 6.52  -0.168
H: -0.47 -3.79 7.95  0.362
H: -1.02 -4.26 6.34  0.290
H: 1.80 -3.38 7.12  0.265
H: 1.36 -4.83 6.22  0.354
H: 0.76 -3.54 4.26  0.323
H: 2.08 -2.53 4.89  0.278
H: -0.26 -1.46 7.31  0.021
H: -1.65 -1.93 6.30  0.300
C: -1.13 1.40 8.04  -0.277
C: -1.82 2.52 8.82  -0.661
C: -0.62 3.35 9.28  -0.485
O: 0.37 3.21 8.26  -0.469
C: 0.01 2.16 7.36  0.170
H: -1.78 0.91 7.32  0.246
H: -0.73 0.65 8.72  0.239
H: -2.46 3.10 8.16  0.275
H: -2.42 2.16 9.65  0.370
H: -0.22 2.97 10.22  0.269
H: -0.85 4.41 9.40  0.306
H: -0.31 2.59 6.41  -0.264
H: 0.89 1.54 7.17  0.292
C: -3.52 -5.46 -7.94  -0.557
C: -3.63 -4.05 -8.53  -0.538
C: -2.28 -3.46 -8.14  -0.378
O: -1.35 -4.55 -8.14  -0.403
C: -2.06 -5.79 -8.21  -0.334
H: -4.20 -6.18 -8.40  0.344
H: -3.72 -5.44 -6.87  0.258
H: -3.73 -4.10 -9.61  0.260
H: -4.47 -3.48 -8.13  0.330
H: -2.31 -3.01 -7.14  0.226
H: -1.93 -2.70 -8.85  0.294
H: -1.93 -6.22 -9.20  0.276
H: -1.63 -6.47 -7.47  0.240


(4)
C15H23N3O | ωB97M-V/def2-TZVPD

Values from the calculation:
Energy relative to the best compared isomer or geometry (same formula, charge and spin), kcal per mole: 11.9
E_LUMO, hartree: 0.030
Gap between HOMO and LUMO, eV: 8.8679
Total charge: 0

Last column: Mulliken charge in e.
Element x y z (Å)
C: 0.18 4.90 2.82  -1.384
C: 1.18 3.88 2.29  -0.183
N: 0.79 3.42 0.97  0.129
C: -0.25 2.41 0.96  -0.836
C: 0.28 1.00 1.31  -0.553
N: 1.36 0.66 0.41  0.050
C: 1.37 -0.31 -0.52  0.766
O: 2.32 -0.47 -1.28  -0.709
C: 0.15 -1.24 -0.58  0.004
N: -0.05 -1.87 0.71  -0.524
C: 0.32 -2.23 -1.75  -0.985
C: -0.90 -3.08 -1.90  0.248
C: -2.01 -2.59 -2.58  -0.281
C: -3.17 -3.35 -2.68  -0.633
C: -3.23 -4.61 -2.10  -0.419
C: -2.13 -5.10 -1.42  -0.587
C: -0.97 -4.34 -1.32  -0.262
C: 2.44 1.63 0.45  -0.723
C: 1.87 3.02 0.10  -1.083
H: -0.79 4.45 3.02  0.320
H: 0.04 5.70 2.10  0.326
H: 0.55 5.33 3.75  0.422
H: 1.29 3.06 3.01  0.185
H: 2.15 4.37 2.19  0.401
H: -1.03 2.69 1.67  0.249
H: -0.68 2.38 -0.04  0.379
H: -0.51 0.26 1.26  0.565
H: 0.68 1.00 2.33  0.062
H: -0.74 -0.62 -0.79  0.279
H: 0.78 -2.41 0.96  0.280
H: -0.83 -2.53 0.65  0.268
H: 0.52 -1.66 -2.66  0.403
H: 1.20 -2.85 -1.55  0.319
H: -1.97 -1.62 -3.04  0.414
H: -4.02 -2.96 -3.21  0.379
H: -4.13 -5.20 -2.18  0.374
H: -2.17 -6.08 -0.97  0.387
H: -0.11 -4.74 -0.80  0.355
H: 3.19 1.32 -0.28  0.428
H: 2.88 1.64 1.45  0.338
H: 2.67 3.76 0.15  0.454
H: 1.49 2.99 -0.92  0.377


Let's list total energy in order: -10247.8290 -176065.3938 -70048.8356 -22446.4538 eV.